This record from OMol25 describes 7 unconnected molecules or ions with the total composition C30H62NO13. The level of theory is the ωB97M-V functional and the def2-TZVPD basis.

Geometry as XYZ:
```
106
Properties=species:S:1:pos:R:3:forces:R:3
C 0.9093 -5.4849 -0.0155 -0.0396 -0.2381 -0.0534
C -0.4832 -5.5935 -0.6275 -0.0352 0.0436 0.0783
O -1.4315 -5.6853 0.4424 -0.0257 0.1562 0.1309
C -2.7596 -6.0887 0.1445 -0.0254 -0.0879 -0.2748
C -3.3381 -5.4795 -1.1509 -0.2677 -0.0734 0.0947
C -3.9925 -4.1547 -0.7187 -0.0398 -0.0980 -0.0209
N -3.6047 -4.0272 0.7230 0.3438 0.1496 0.0307
C -3.5971 -5.4293 1.2285 0.0658 0.0876 0.0712
H 1.4968 -6.3745 -0.2338 0.0509 0.0165 0.0022
H 0.8237 -5.4184 1.0677 0.0021 0.1041 0.0219
H 1.4505 -4.6178 -0.3886 0.0077 0.0029 0.0017
H -0.5553 -6.4739 -1.2704 -0.0839 0.0150 -0.0345
H -0.7197 -4.7040 -1.2192 0.0797 -0.0862 -0.1041
H -2.8544 -7.1776 0.1626 0.1244 0.0182 -0.0255
H -4.0946 -6.1509 -1.5541 -0.0103 -0.0063 0.0231
H -2.6065 -5.3472 -1.9388 0.0988 0.0770 0.0176
H -5.0773 -4.2302 -0.7449 -0.0139 0.1141 0.0328
H -3.6820 -3.2756 -1.2726 0.1010 -0.0333 -0.0499
H -2.6275 -3.7276 0.7635 -0.0415 0.0899 0.0135
H -4.1890 -3.3302 1.2389 -0.2776 -0.2216 -0.1402
H -4.6207 -5.7972 1.2601 -0.0029 0.0176 0.0060
H -3.1324 -5.4695 2.2097 -0.0351 -0.0708 0.0184
O -3.2670 -2.5116 -3.3559 -0.0181 0.0658 -0.0439
C -4.1985 -2.8867 -4.0227 0.0606 -0.2292 0.0465
O -4.7210 -4.0975 -3.7202 -0.0625 0.0803 0.0806
C -5.9222 -4.6129 -4.3276 -0.0073 0.0163 -0.0781
C -5.6504 -5.2801 -5.6565 0.0501 0.0132 0.0090
C -4.7450 -2.0999 -5.1801 0.0044 0.0505 0.0383
H -6.6686 -3.8225 -4.4093 0.0072 -0.0019 0.0102
H -6.2930 -5.3356 -3.6019 -0.0020 -0.0021 -0.0167
H -5.2698 -4.5714 -6.3915 -0.0193 -0.0056 -0.0052
H -6.5717 -5.7116 -6.0477 -0.0025 -0.0067 0.0015
H -4.9186 -6.0787 -5.5379 -0.0042 -0.0032 -0.0076
H -4.1375 -2.3305 -6.0565 -0.0039 -0.0021 -0.0024
H -4.6214 -1.0441 -4.9559 0.0190 0.0016 -0.0218
H -5.7829 -2.3105 -5.4173 -0.0016 0.0095 -0.0056
O -5.4696 -2.4182 1.8394 0.0346 0.0261 0.2521
C -5.3682 -1.2690 2.2411 0.0998 -0.0725 -0.1270
O -4.4929 -0.4895 1.6228 -0.0368 0.0368 0.0326
C -4.3200 0.9176 1.9385 0.0121 0.0079 -0.0123
C -3.3979 1.1204 3.1161 0.0054 -0.0480 0.0081
C -6.1591 -0.7847 3.4184 -0.0718 0.0300 -0.0676
H -5.2947 1.3800 2.0834 -0.0067 -0.0115 0.0030
H -3.8931 1.3274 1.0267 0.0182 0.0044 0.0139
H -3.8091 0.6991 4.0335 -0.0137 0.0190 -0.0001
H -3.2441 2.1874 3.2751 0.0110 0.0017 0.0017
H -2.4281 0.6616 2.9256 0.0081 0.0134 -0.0042
H -5.6144 -1.0710 4.3197 -0.0017 0.0088 0.0058
H -7.1131 -1.3041 3.4240 0.0084 -0.0152 0.0116
H -6.3187 0.2880 3.4395 -0.0007 0.0063 0.0067
O 3.1366 0.5031 1.6490 0.0114 -0.0256 -0.0675
C 2.8418 -0.5571 2.1196 -0.1095 0.0044 0.0280
O 1.7745 -1.2122 1.5861 0.0792 -0.0141 0.0276
C 1.4157 -2.5404 1.9745 -0.0487 0.0174 -0.0200
C 0.5827 -2.5819 3.2390 0.0183 0.0618 -0.0057
C 3.5658 -1.1441 3.3064 0.0208 0.0016 -0.0612
H 2.3023 -3.1722 2.0485 -0.0020 -0.0018 0.0055
H 0.8313 -2.9046 1.1306 0.0088 -0.0231 0.0093
H 1.1363 -2.2147 4.1021 0.0029 -0.0189 0.0070
H 0.2727 -3.6073 3.4477 -0.0008 -0.0078 -0.0055
H -0.3079 -1.9635 3.1202 -0.0094 0.0063 0.0080
H 3.1333 -0.7079 4.2081 -0.0001 -0.0047 0.0070
H 4.6032 -0.8270 3.2478 -0.0040 0.0141 0.0173
H 3.5168 -2.2256 3.3886 -0.0030 -0.0100 -0.0084
O 3.9445 6.3229 5.2899 0.0378 0.0311 -0.0152
C 4.0878 5.9246 4.1653 -0.0966 -0.1568 -0.0042
O 2.9898 5.5035 3.4976 0.0547 0.1292 -0.0189
C 3.0035 5.1483 2.1023 -0.0547 -0.0755 -0.0144
C 3.4741 3.7292 1.8743 0.0222 0.0131 0.0856
C 5.4465 5.8132 3.5166 -0.0442 0.0675 0.0199
H 3.5795 5.8611 1.5129 0.0785 0.0072 0.1077
H 1.9574 5.2494 1.8124 0.0171 -0.0124 -0.0310
H 4.5185 3.6032 2.1596 0.0011 0.0001 -0.0355
H 3.3820 3.4671 0.8202 -0.0056 0.0043 -0.0041
H 2.8777 3.0261 2.4537 -0.0114 -0.0047 -0.0167
H 5.8845 4.8649 3.8324 -0.0079 -0.0067 -0.0144
H 6.0673 6.6122 3.9144 0.0071 -0.0162 0.0118
H 5.4405 5.8523 2.4329 -0.0173 0.0158 -0.0719
O 5.2904 6.7722 0.2075 -0.0384 0.0394 0.0037
C 5.2027 7.9415 -0.0674 0.1365 -0.0002 0.0045
O 5.8966 8.3966 -1.1239 -0.1088 0.0108 -0.0016
C 5.7938 9.7479 -1.6011 0.0145 -0.0104 0.0018
C 6.6906 10.6942 -0.8341 0.0160 -0.0325 0.0141
C 4.3944 8.8965 0.7793 -0.0138 -0.0262 -0.0338
H 4.7535 10.0737 -1.5964 -0.0080 -0.0091 0.0023
H 6.1064 9.6785 -2.6411 0.0097 0.0208 0.0051
H 6.3987 10.7681 0.2134 -0.0100 0.0123 -0.0058
H 6.6366 11.6912 -1.2724 0.0055 0.0018 -0.0043
H 7.7238 10.3519 -0.8798 0.0019 0.0081 0.0050
H 5.0216 9.2123 1.6144 -0.0003 0.0072 -0.0013
H 3.5459 8.3528 1.1868 0.0120 -0.0067 0.0118
H 4.0437 9.7833 0.2612 -0.0018 0.0105 -0.0053
O 2.8412 1.4456 -3.9177 0.0484 0.0228 0.0244
C 2.5738 0.3659 -3.4778 -0.1848 -0.0343 -0.0231
O 1.5131 -0.2932 -4.0196 0.1025 0.0025 -0.0004
C 1.1765 -1.6392 -3.6873 -0.0218 -0.0291 0.0261
C 0.3634 -1.7313 -2.4119 -0.0036 0.1429 0.1183
C 3.3171 -0.2460 -2.3168 0.0552 -0.0099 0.0003
H 2.0677 -2.2686 -3.6441 0.0318 0.0463 -0.0073
H 0.5845 -1.9757 -4.5372 -0.0098 -0.0401 0.0207
H 0.9365 -1.4001 -1.5440 0.0258 -0.0314 -0.0029
H 0.0426 -2.7614 -2.2420 -0.0131 -0.0045 -0.0511
H -0.5223 -1.1001 -2.4892 -0.0313 -0.0624 -0.0235
H 2.8899 0.1544 -1.3949 0.0072 -0.0177 0.0179
H 4.3508 0.0838 -2.3736 -0.0083 0.0278 0.0105
H 3.2841 -1.3312 -2.2718 -0.0198 -0.0045 -0.0151
```
Positions in Å, forces in eV/Å.

Properties
E   -60217.9943 eV
Net charge   +1
HOMO energy   -10.807 eV

These are the Mulliken partial charges, in e, on atoms 1 to 6:
1. C -1.227
2. C 0.494
3. O -0.376
4. C -0.027
5. C -0.642
6. C -0.715

This record from OMol25 describes a single C3H7N3O2 molecule at a distorted geometry. The level of theory is the ωB97M-V functional and the def2-TZVPD basis.

Geometry as XYZ:
```
15
Properties=species:S:1:pos:R:3:forces:R:3
N 2.0102 -0.3262 -0.8468 0.0221 0.0927 -2.3746
C 1.3339 0.5035 0.0582 5.3180 6.3232 -5.3882
O 1.3964 1.7504 0.2452 0.4288 -3.1365 -1.2211
C 0.7135 -0.3384 0.8503 -0.4872 1.7370 10.6259
N -0.0260 -1.2507 0.3130 -8.0581 -2.5405 -3.9861
C -1.2063 -0.8619 -0.1590 -3.5674 -3.8450 -0.0140
N -2.2528 0.2445 -0.0363 3.4978 1.0190 -0.6920
O -1.4026 1.5051 -0.3495 -2.3987 -2.2823 -0.8298
H 1.5863 -1.3542 -0.8741 1.4088 3.1707 -0.3285
H 2.4092 0.0912 -1.7377 -0.7807 -0.9426 1.7023
H 0.3085 0.3092 1.6373 -1.4623 0.0934 -0.0520
H 1.4857 -0.6583 1.5308 0.8546 -1.3862 -0.0111
H -1.8489 -1.7718 -0.5525 1.5045 1.6554 0.4967
H -3.2344 0.2649 -0.5805 3.6094 -0.4009 0.9404
H -1.2726 1.8928 0.5016 0.1103 0.4424 1.1321
```
Positions in Å, forces in eV/Å.

Properties
E   -11783.9945 eV
Structure (SMILES)   NC(=O)C/N=C\NO
HOMO energy   -9.508 eV

These are the Mulliken partial charges, in e, on atoms 1 to 6:
1. N -0.471
2. C 0.390
3. O -0.650
4. C -0.220
5. N -0.558
6. C 0.050

This record from OMol25 describes 2 unconnected molecules or ions with the total composition C5H9NO2 at a distorted geometry. The level of theory is the ωB97M-V functional and the def2-TZVPD basis.

Geometry as XYZ:
```
17
Properties=species:S:1:pos:R:3:forces:R:3
C -1.2274 -0.3953 -1.4195 -0.1948 -0.2493 0.7987
C 0.2342 -0.3555 -1.0564 0.8802 1.6017 -3.0423
O 0.9732 -1.3332 -1.0896 -0.2237 0.0791 1.1764
N 0.8068 0.9038 -1.1585 0.0789 -1.6941 0.0606
O 2.1891 0.9668 -0.9417 -0.4109 0.1680 -0.0137
H -1.6648 0.5990 -1.4943 0.0069 0.0054 -0.0066
H -1.3505 -0.9338 -2.3603 0.1516 0.0943 0.0685
H -1.7537 -0.9535 -0.6413 -0.0674 0.0631 -0.1156
H 0.3426 1.7876 -1.3017 0.2490 -0.2282 0.3093
H 2.4360 0.0160 -0.9007 -0.2958 0.2299 -0.1279
C -0.1203 -1.3356 1.9310 0.0264 0.0282 -0.6157
C -0.1553 -0.0701 1.6130 0.0220 0.5283 1.5724
C -0.1593 1.2396 1.5860 -0.2546 -0.4497 0.0293
H 0.2288 -2.0686 1.2178 -0.0180 -0.0977 -0.0568
H -0.4611 -1.6872 2.8952 0.0075 0.1324 0.0951
H -1.0292 1.7970 1.2601 -0.0361 -0.0619 -0.1299
H 0.7110 1.8231 1.8608 0.0788 -0.1495 -0.0019
```
Positions in Å, forces in eV/Å.

Properties
E   -10912.4551 eV
Structure (SMILES)   CC(=O)NO.C=C=C
HOMO energy   -8.889 eV

These are the Mulliken partial charges, in e, on atoms 1 to 6:
1. C -0.927
2. C 0.560
3. O -0.671
4. N -0.101
5. O -0.423
6. H 0.334

This record from OMol25 describes a molecular structure, C3H3F7P at a distorted geometry. The level of theory is the ωB97M-V functional and the def2-TZVPD basis.

Geometry as XYZ:
```
14
Properties=species:S:1:pos:R:3:forces:R:3
C 2.1897 0.4049 -0.0685 0.4804 -2.7016 -2.8397
C -1.5789 0.3351 0.9668 0.1615 0.9779 0.1085
C -1.4130 -0.9377 0.0505 2.7297 0.1437 -0.7910
F -2.3951 0.0277 1.9545 -0.0245 0.3055 -0.4888
F -0.4022 0.7790 1.5229 -0.8200 -1.2127 -0.7342
F -1.9900 1.3293 0.1861 -0.5292 -0.5951 0.6309
F -1.3162 -2.0674 0.6606 -0.1656 0.1334 0.2360
F -2.0671 -1.0418 -1.0701 0.1066 0.5449 0.8978
F 0.7161 -1.1635 -2.1681 1.0289 1.0227 2.0305
F 0.0310 1.0371 -1.4243 1.3283 -1.7686 0.7518
P 0.7104 -0.3086 -0.8142 -3.8394 0.9372 -1.8029
H 2.1077 1.3824 -0.3658 0.1116 2.5792 -0.6809
H 3.1221 -0.0642 -0.3583 0.1777 -0.0539 -0.9736
H 2.2857 0.2879 0.9279 -0.7461 -0.3126 3.6556
```
Positions in Å, forces in eV/Å.

Properties
E   -31462.8101 eV
Net charge   +1
HOMO energy   -16.273 eV

These are the Mulliken partial charges, in e, on atoms 1 to 6:
1. C -0.993
2. C 0.816
3. C 0.394
4. F -0.173
5. F -0.225
6. F -0.184

This record from OMol25 describes 2 unconnected molecules or ions with the total composition CH3N2P at a distorted geometry. The level of theory is the ωB97M-V functional and the def2-TZVPD basis.

Geometry as XYZ:
```
7
Properties=species:S:1:pos:R:3:forces:R:3
C 0.1833 0.9236 -0.6378 1.5686 -1.4128 -0.3205
N 1.4039 0.9605 -0.5682 0.8494 0.6727 0.5411
N -0.9037 -2.1478 0.2462 0.3238 -1.2757 0.4202
P -0.6077 -1.7249 -1.2126 0.1194 0.0686 0.4459
H -0.6347 1.1174 -0.0078 -1.0556 0.7862 0.9630
H 2.0458 1.4189 0.1668 -1.5980 -0.6248 -1.0667
H -0.8140 -3.1302 0.6607 -0.2074 1.7857 -0.9829
```
Positions in Å, forces in eV/Å.

Properties
E   -13350.1162 eV
HOMO energy (alpha / beta)   -7.600 / -7.166 eV

These are the Mulliken partial charges, in e, on atoms 1 to 6:
1. C -0.138
2. N -0.452
3. N -0.404
4. P 0.177
5. H 0.321
6. H 0.236

- The highest E belongs to which entry?
  C5H9NO2